[1]
Molecular formula: C8H18NaO8
Method: DFT, ωB97M-V/def2-TZVPD

Output
charge: -1
gap between HOMO and LUMO: 3.9 eV
energy relative to the best compared isomer or geometry (same formula, charge and spin): 808.6 kJ/mol
2S+1: 1

Positions of all 35 atoms, in Å:
Na -0.4861 0.4147 0.1614
C 0.6392 2.3787 1.5105
O -0.4273 1.4913 1.4976
H 1.5782 1.9156 1.8136
H 0.7439 3.0100 0.6282
H 0.3686 3.2085 2.1634
C -1.9358 -1.4462 0.8492
O -1.8269 -0.1206 1.2047
H -2.2161 -1.5421 -0.1998
H -1.0160 -2.0300 0.8845
H -2.7303 -1.9818 1.3688
C -1.0756 2.4762 -3.7331
O -0.7067 1.1503 -3.3874
C -0.7940 0.7782 -2.0662
O -1.0028 1.4601 -1.0366
O -0.8621 -0.5863 -1.9641
C -1.3405 -1.4459 -2.9988
H -0.4996 3.0319 -4.4729
H -1.0843 3.0933 -2.8346
H -2.0894 2.5742 -4.1213
H -0.7999 -1.2297 -3.9202
H -2.4020 -1.2589 -3.1610
H -1.1390 -2.4486 -2.6219
C 2.8665 0.3490 2.9973
O 2.4481 0.2742 1.5732
C 1.5687 -0.5831 1.1883
O 1.0967 -0.5351 0.0878
O 1.4916 -1.5764 2.0431
C 0.7326 -2.7326 1.6909
H 3.8170 0.8695 2.8802
H 3.2253 -0.6460 3.2605
H 2.2650 0.8814 3.7341
H 0.7547 -2.8875 0.6122
H -0.2879 -2.7564 2.0733
H 1.1260 -3.5499 2.2953

[2]
Molecular formula: C20H23BrErF4N2O3
Method: DFT, ωB97M-V/def2-TZVPD

Output
charge: +1
gap between HOMO and LUMO (spin up / spin down): 8.0 / 8.0 eV
2S+1: 4

Positions of all 54 atoms, in Å:
Er -0.0654 -0.4877 0.6071
C -3.7807 -1.0012 -2.2899
C -2.4083 -0.9563 -1.6154
N -2.3329 -0.3554 -0.2498
C -3.2069 -1.0581 0.7408
C -4.6431 -0.5416 0.8728
C -2.6003 1.1082 -0.2689
C -1.4865 1.8912 -0.9811
N -0.1951 1.3763 -0.5354
C 0.9301 1.8833 -1.0678
C 2.1615 1.3623 -0.6101
F 2.0518 0.3850 0.4286
C 3.3994 1.7128 -1.1007
F 4.4869 1.1263 -0.5979
C 3.5016 2.6704 -2.0928
C 2.3261 3.2632 -2.5360
F 2.3950 4.2117 -3.4688
C 1.0849 2.9001 -2.0473
F -0.0033 3.5371 -2.5325
H -3.6493 -1.3422 -3.3141
H -4.2469 -0.0219 -2.3355
H -4.4507 -1.6930 -1.7890
H -1.7257 -0.3838 -2.2541
H -2.0188 -1.9842 -1.5517
H -2.7273 -0.9814 1.7352
H -3.2237 -2.1187 0.4665
H -4.6737 0.4272 1.3629
H -5.2160 -1.2348 1.4840
H -5.1365 -0.4584 -0.0891
H -2.6508 1.4401 0.7748
H -3.5519 1.3307 -0.7584
H -1.5890 2.9562 -0.7339
H -1.5967 1.7856 -2.0659
H 4.4531 2.9514 -2.5024
C -0.3291 0.8544 3.8395
O -0.0322 1.1020 2.4495
H 0.4879 1.2042 4.4737
H -0.4442 -0.2242 3.9552
H -1.2559 1.3538 4.1328
H 0.1449 2.0546 2.3786
Br 1.8796 -5.3975 1.5602
C 2.8395 -3.9390 2.2963
C 4.0515 -4.1509 2.9393
C 4.7361 -3.0787 3.4865
C 4.2160 -1.7958 3.3993
C 2.9944 -1.5874 2.7864
C 2.3030 -2.6588 2.2208
C 1.0344 -2.2998 1.5290
O 0.0941 -1.7860 2.2074
O 0.9288 -2.3106 0.2722
H 4.4564 -5.1491 3.0036
H 5.6850 -3.2406 3.9762
H 4.7672 -0.9604 3.8015
H 2.5697 -0.5894 2.7414

[3]
Molecular formula: C12H16N2O2
Method: DFT, ωB97M-V/def2-TZVPD

Output
charge: 0
gap between HOMO and LUMO: 9.0 eV
energy relative to the best compared isomer or geometry (same formula, charge and spin): 66.4 kJ/mol
2S+1: 1
SMILES string: CC(=O)N1[C@@H](O)C[C@H](C)N1c1ccccc1

Positions of all 32 atoms, in Å:
C -0.6957 -1.9297 -1.8959
C -1.5559 -1.5926 -0.7082
O -2.4717 -2.2850 -0.2935
N -1.2528 -0.4385 -0.0762
C -2.0708 0.0524 1.0350
O -2.0042 -0.7889 2.1376
C -1.4516 1.4192 1.3295
C -0.6468 1.7355 0.0559
C -1.5013 2.3931 -1.0230
N -0.1975 0.4220 -0.4041
C 1.0943 0.0110 -0.0111
C 1.3265 -1.1492 0.7207
C 2.6210 -1.5371 1.0146
C 3.6966 -0.7790 0.5865
C 3.4692 0.3762 -0.1438
C 2.1804 0.7683 -0.4473
H -1.1902 -2.6961 -2.4855
H -0.5193 -1.0399 -2.4948
H 0.2667 -2.3084 -1.5554
H -3.1109 0.1292 0.6764
H -2.3823 -1.6401 1.8688
H -2.2024 2.1723 1.5499
H -0.7890 1.3085 2.1885
H 0.2194 2.3618 0.2775
H -0.9150 2.5310 -1.9279
H -1.8535 3.3632 -0.6833
H -2.3598 1.7701 -1.2601
H 0.4965 -1.7405 1.0777
H 2.7865 -2.4365 1.5891
H 4.7051 -1.0854 0.8189
H 4.3019 0.9732 -0.4854
H 2.0069 1.6598 -1.0313

[4]
Molecular formula: CH3NO4S
Method: DFT, ωB97M-V/def2-TZVPD

Output
charge: 0
gap between HOMO and LUMO: 8.6 eV
energy relative to the best compared isomer or geometry (same formula, charge and spin): 184.5 kJ/mol
2S+1: 1
SMILES string: COS(=O)(=O)N=O

Positions of all 10 atoms, in Å:
C 0.0758 0.1916 0.1984
O 1.1947 -0.3443 0.8642
S 2.4931 -0.5756 -0.0019
O 3.5057 -1.0278 0.8956
O 2.2247 -1.2670 -1.1999
N 2.7399 1.1546 -0.4639
O 3.7941 1.6805 -0.1857
H 0.2149 1.2600 0.1795
H -0.8695 0.0634 0.6431
H 0.0617 -0.3368 -0.9079

[5]
Molecular formula: C3H8N5
Method: DFT, ωB97M-V/def2-TZVPD

Output
charge: +1
gap between HOMO and LUMO (spin up / spin down): 7.5 / 7.5 eV
energy relative to the best compared isomer or geometry (same formula, charge and spin): 238.1 kJ/mol
2S+1: 1
SMILES string: N/N=C/N=C\C(N)=[NH2+]

Positions of all 16 atoms, in Å:
N 3.5752 0.3634 0.1589
N 2.6527 -0.4517 -0.2982
C 1.3919 -0.1216 -0.1509
N 0.5671 -1.0866 -0.5913
C -0.7161 -1.1271 -0.5672
C -1.7001 -0.1040 -0.1698
N -2.8558 -0.5526 0.2889
N -1.5538 1.2143 -0.2528
H 4.6090 0.2827 -0.1684
H 3.4644 1.1831 0.8128
H 1.0848 0.6176 0.4515
H -0.9996 -2.1048 -0.6887
H -2.9223 -1.5582 0.5702
H -3.5282 0.1830 0.7491
H -0.6124 1.6479 -0.2831
H -2.4568 1.6146 0.1392

[6]
Molecular formula: C4H12N3
Method: DFT, ωB97M-V/def2-TZVPD

Output
charge: +1
gap between HOMO and LUMO: 11.3 eV
energy relative to the best compared isomer or geometry (same formula, charge and spin): 529.0 kJ/mol
2S+1: 1
SMILES string: CC[N@H+]1NCN1C

Positions of all 19 atoms, in Å:
C 2.3044 0.7662 -0.1229
C 1.4357 -0.4233 0.4118
N 0.1175 -0.5437 -0.3029
N -0.4240 -1.8129 0.1231
C -1.6635 -1.1591 0.3355
N -0.9741 0.1987 0.2529
C -1.5634 1.3177 -0.5075
H 2.8726 0.8364 -1.0539
H 1.6744 1.5862 -0.1877
H 2.9001 1.0977 0.6469
H 1.0718 -0.1065 1.4506
H 1.8871 -1.4378 0.4656
H 0.1995 -0.4180 -1.4151
H -0.0578 -2.1581 1.0758
H -2.3762 -1.2724 -0.4804
H -2.1943 -1.4390 1.3416
H -0.9987 2.2308 -0.3010
H -1.5967 1.1994 -1.5422
H -2.6144 1.5378 -0.1899

[7]
Molecular formula: C3H13O4S
Method: DFT, ωB97M-V/def2-TZVPD

Output
charge: -1
gap between HOMO and LUMO: 7.7 eV
energy relative to the best compared isomer or geometry (same formula, charge and spin): 19.4 kJ/mol
2S+1: 1

Positions of all 21 atoms, in Å:
C 0.8923 0.8092 1.1127
O 1.5435 -0.1709 0.3802
C -0.5413 0.4371 1.5672
C -1.4418 0.0136 0.4334
S -3.2209 -0.0984 0.9192
H 0.8030 1.7483 0.5588
H 1.4809 1.0257 2.0188
H -0.3915 -0.3421 2.3302
H -1.1115 1.2165 2.0887
H -1.0160 -0.9081 0.0451
H -1.3234 0.7573 -0.3634
H -3.7911 -0.0192 -0.3057
H 4.4882 -0.0625 -0.0859
H 3.2238 -0.3502 0.8606
O 4.2019 -0.2419 0.7829
H 0.9824 0.1845 -2.4105
H 0.8995 -0.3374 -0.8607
O 0.4594 -0.3794 -1.8419
H -1.4097 -0.6879 -2.6202
H -2.4062 -1.5642 -1.9112
O -2.3216 -1.0298 -2.6982